1.
{
  "formula": "C5H14N2",
  "method": "the ωB97M-V functional and the def2-TZVPD basis",
  "elements": ["C", "C", "C", "C", "C", "N", "N", "H", "H", "H", "H", "H", "H", "H", "H", "H", "H", "H", "H", "H", "H"],
  "positions_angstrom": [[0.897760, 0.620115, -1.545732], [0.835404, 1.028890, 0.051018], [-0.030793, -0.141130, 0.792656], [-1.399314, -0.553506, 0.492036], [-2.549275, 0.143671, 0.474944], [-1.555539, -1.992141, -0.211464], [2.308917, 1.105555, 0.726174], [0.161031, -0.093367, -1.891742], [1.893716, 0.089849, -1.749534], [1.013500, 1.542634, -2.016598], [0.423765, 2.016605, 0.040520], [0.065915, 0.087280, 1.844054], [0.625835, -1.176599, 0.592468], [-3.497320, -0.189315, 0.048353], [-2.739055, 1.211869, 0.597612], [-1.097248, -2.700449, 0.411143], [-2.497675, -2.216613, -0.457131], [-0.945707, -2.209933, -1.071280], [2.327439, 1.412445, 1.735697], [2.749512, 0.195674, 0.835889], [3.009126, 1.818476, 0.300927]],
  "forces_ev_per_angstrom": [[3.36, -1.14, 2.93], [-0.44, -3.03, -2.22], [4.42, -1.60, 0.08], [-2.93, 0.37, -2.67], [0.18, -0.03, -1.09], [3.76, 0.15, 0.61], [-0.26, 1.61, 0.60], [-0.57, 0.56, 0.13], [-1.20, 0.57, 0.38], [-0.53, 1.19, -1.51], [-0.18, 0.49, 0.84], [-0.17, -0.29, 0.55], [-1.24, 2.75, 0.75], [0.34, -0.89, 0.21], [1.04, -0.11, 0.95], [-1.29, 0.33, 0.00], [-1.00, -0.29, 0.14], [-1.15, 1.29, 0.94], [-0.81, 0.01, -0.94], [0.19, -0.36, -0.81], [-1.52, -1.59, 0.14]],
  "nbo_charge": [-0.62, 0.01, -0.47, 0.11, -0.30, -0.72, -0.73, 0.23, 0.24, 0.25, 0.25, 0.26, 0.22, 0.25, 0.27, 0.45, 0.46, 0.45, 0.46, 0.45, 0.48],
  "homo_energy_ev": -18.5,
  "total_energy_ha": -307.7022,
  "multiplicity": 1,
  "charge": 2,
  "smiles": "C=C([NH3+])C[C@H](C)[NH3+]",
  "homo_lumo_gap_ev": 11.37
}


2.
{
  "formula": "C5H14N2O",
  "method": "the ωB97M-V functional and the def2-TZVPD basis",
  "elements": ["N", "C", "C", "C", "C", "C", "N", "H", "H", "H", "H", "H", "H", "H", "H", "H", "H", "H", "H", "H", "H", "O"],
  "positions_angstrom": [[-1.584091, -1.836312, 0.667496], [-0.737122, -0.641303, 0.501454], [-0.091844, -0.654796, -0.930160], [1.330157, -1.055158, -1.000200], [2.248722, -1.148904, -0.057392], [-1.703634, 0.602492, 0.624780], [-1.062711, 1.894412, 0.742576], [-0.989077, -2.565964, 1.064825], [-1.747719, -2.353781, -0.197802], [-0.056077, -0.642546, 1.382632], [-0.126864, 0.347768, -1.376700], [-0.770545, -1.162121, -1.624359], [1.520071, -1.467765, -2.016897], [2.083655, -1.212522, 1.006611], [3.262351, -1.317509, -0.446798], [-2.164319, 0.404950, 1.608742], [-2.443803, 0.433148, -0.146241], [-0.308731, 2.067708, 0.057995], [-0.674264, 2.156958, 1.633295], [2.226631, 2.682679, -0.367989], [1.536315, 1.338453, -0.846718], [1.377275, 2.261348, -0.578391]],
  "forces_ev_per_angstrom": [[0.71, -1.58, 0.21], [-1.00, 0.54, -1.02], [-0.48, 0.95, 1.58], [-0.94, -1.47, -1.62], [1.10, -0.51, -0.64], [1.54, -1.33, 2.42], [0.16, 0.47, -1.79], [-0.16, 0.28, 0.73], [-0.42, 0.91, -0.36], [-0.03, 0.27, -0.96], [-0.01, 0.25, 0.25], [0.33, -0.52, 0.20], [0.79, 0.99, 0.52], [-0.07, 0.76, 0.10], [-0.33, -0.32, 0.62], [-0.39, 0.13, -0.57], [-0.30, 0.76, -0.36], [-0.95, -0.14, 0.62], [-0.27, -0.54, 0.32], [-0.36, -0.48, -0.21], [0.43, 0.52, 0.30], [0.66, 0.06, -0.33]],
  "nbo_charge": [-0.83, -0.06, -0.48, -0.19, -0.43, -0.21, -0.87, 0.35, 0.35, 0.19, 0.22, 0.22, 0.20, 0.21, 0.21, 0.20, 0.18, 0.39, 0.36, 0.49, 0.49, -0.96],
  "homo_energy_ev": -8.3,
  "total_energy_ha": -383.5906,
  "multiplicity": 1,
  "smiles": "C=CC[C@H](N)CN.O",
  "homo_lumo_gap_ev": 9.06
}


3.
{
  "formula": "C5H14N2O",
  "method": "the ωB97M-V functional and the def2-TZVPD basis",
  "elements": ["C", "N", "C", "C", "C", "O", "C", "N", "H", "H", "H", "H", "H", "H", "H", "H", "H", "H", "H", "H", "H", "H"],
  "positions_angstrom": [[-0.099665, -1.760075, 0.396551], [0.547246, -0.732229, -0.402819], [0.398854, 0.644174, 0.039264], [1.385685, 1.561916, -0.662376], [0.904163, 3.005294, -0.772305], [1.635111, 1.113050, -2.004469], [-1.662503, -1.731330, 0.454309], [-2.246926, -2.072511, 1.774612], [0.206584, -2.754649, 0.055107], [0.253575, -1.740927, 1.431381], [0.197740, -0.825688, -1.353621], [-0.648602, 0.978170, 0.083705], [0.775245, 0.662769, 1.084049], [2.328909, 1.582151, -0.106929], [0.122567, 3.281526, -1.481356], [1.724513, 3.699477, -0.853061], [0.302628, 3.252758, 0.111221], [2.039462, 0.242388, -1.887092], [-2.141330, -2.370806, -0.285383], [-1.896408, -0.695277, 0.248409], [-1.555291, -2.305789, 2.489954], [-2.571558, -3.034391, 1.640847]],
  "forces_ev_per_angstrom": [[-0.62, -0.84, 0.40], [-0.15, -0.47, -0.49], [0.35, -0.53, 1.69], [-0.54, 0.85, -1.64], [-1.04, 0.22, 1.12], [0.24, -0.14, 0.43], [0.95, 0.74, 0.78], [0.05, -1.72, -0.24], [0.18, 0.18, -0.27], [0.13, 0.44, -0.01], [0.15, 0.16, 0.06], [0.23, 0.31, -0.40], [-0.60, -0.10, -0.20], [-0.03, -0.20, -0.02], [0.43, -0.78, -0.89], [0.21, 0.23, -0.09], [0.66, 0.02, 0.57], [-0.03, 0.03, -0.24], [0.20, 0.15, -0.23], [-0.52, 0.21, -0.21], [0.39, 0.88, -0.22], [-0.64, 0.37, 0.10]],
  "nbo_charge": [-0.23, -0.64, -0.25, 0.09, -0.63, -0.72, -0.24, -0.82, 0.19, 0.18, 0.36, 0.17, 0.19, 0.16, 0.22, 0.22, 0.21, 0.47, 0.19, 0.18, 0.35, 0.34],
  "homo_energy_ev": -8.9,
  "total_energy_ha": -383.6159,
  "multiplicity": 1,
  "smiles": "C[C@H](O)CNCCN",
  "homo_lumo_gap_ev": 9.87
}


4.
{
  "formula": "C5H14N2O",
  "method": "the ωB97M-V functional and the def2-TZVPD basis",
  "elements": ["C", "C", "C", "C", "C", "N", "N", "O", "H", "H", "H", "H", "H", "H", "H", "H", "H", "H", "H", "H", "H", "H"],
  "positions_angstrom": [[0.543724, 0.606214, -0.695503], [-0.582681, 0.448075, -1.661209], [0.616325, 0.677175, 1.824847], [0.079895, -1.414343, 0.724597], [-1.883207, 0.448588, 0.434162], [0.027614, 0.051106, 0.641669], [1.806519, 0.038419, -1.113793], [-0.586342, -0.826951, -2.323832], [-0.241924, -0.736515, -3.222034], [0.673965, 1.672312, -0.496848], [-0.655536, 1.272980, -2.371425], [2.504570, -0.033968, -0.382020], [1.662494, -0.868486, -1.540023], [0.088501, 0.340960, 2.719190], [0.524625, 1.760693, 1.746202], [1.676090, 0.415195, 1.937519], [-0.333962, -1.833828, -0.189249], [1.107940, -1.767728, 0.853142], [-0.510027, -1.741987, 1.581885], [-2.459036, -0.250889, -0.152284], [-1.973921, 0.265154, 1.508272], [-2.085625, 1.477824, 0.176734]],
  "forces_ev_per_angstrom": [[-0.06, -0.13, -0.04], [-0.12, 0.00, 0.36], [-0.06, -0.07, -0.10], [0.02, 0.19, -0.01], [0.68, -0.13, 0.01], [-0.43, 0.13, -0.23], [-0.07, -0.02, 0.13], [0.10, 0.01, -0.12], [-0.02, 0.02, 0.13], [-0.01, 0.01, 0.03], [0.07, -0.04, -0.01], [-0.04, 0.00, -0.03], [-0.03, 0.02, 0.01], [0.01, -0.01, -0.03], [0.00, -0.03, -0.02], [-0.07, -0.01, -0.04], [-0.01, 0.03, -0.03], [-0.03, 0.04, 0.00], [0.00, 0.03, 0.00], [0.03, 0.01, -0.01], [0.04, -0.01, 0.03], [0.02, -0.03, -0.02]],
  "nbo_charge": [0.05, -0.19, -0.43, -0.44, -0.39, -0.31, -0.84, -0.78, 0.46, 0.19, 0.15, 0.35, 0.37, 0.21, 0.21, 0.19, 0.25, 0.19, 0.20, 0.22, 0.14, 0.21],
  "homo_energy_ev": [-5.8, -5.8],
  "total_energy_ha": -383.4659,
  "multiplicity": 1,
  "homo_lumo_gap_ev": [6.49, 6.49]
}


It is found that the F_max values, taken in the order of the records, are 4.70, 3.16, 1.93, 0.69 eV/Å.
It is found that the ΔE to the lowest compared entry with this formula, charge and spin values, taken in the order of the records, are 226.4, 289.1, 222.7, 616.5 kJ/mol.